# 1
Below is a 9-piece molecular cluster, C33H92N10O9 overall at a distorted geometry, with properties calculated with wB97M-V/def2-TZVPD.

Cartesian coordinates (Å):
C (3.9611, 1.2961, -3.1475)
O (4.1594, 0.2578, -4.0649)
C (5.4242, 0.3173, -4.7091)
C (5.8170, -1.0297, -5.2801)
C (6.1068, -2.0648, -4.2146)
N (7.0660, -0.8062, -6.0529)
H (2.9328, 1.6603, -3.0747)
H (4.4934, 2.2226, -3.4037)
H (4.2877, 0.9741, -2.1532)
H (5.3867, 1.1026, -5.4767)
H (6.2041, 0.6188, -3.9950)
H (5.0274, -1.3359, -5.9779)
H (6.4129, -2.9972, -4.6988)
H (5.2699, -2.2648, -3.5518)
H (6.9880, -1.7609, -3.6453)
H (6.9620, -0.0123, -6.6730)
H (7.1996, -1.6388, -6.6147)
C (2.0505, 0.2681, -0.0894)
O (0.8023, -0.2929, -0.3291)
C (-0.2326, 0.1703, 0.5100)
C (-1.5220, -0.3750, -0.0979)
C (-2.7266, 0.0031, 0.7399)
N (-1.4794, -1.8375, -0.2377)
H (2.8230, -0.1599, -0.7201)
H (2.3270, 0.2067, 0.9747)
H (2.1136, 1.3638, -0.2339)
H (-0.1417, -0.1740, 1.5480)
H (-0.2481, 1.2682, 0.4582)
H (-1.6118, 0.0662, -1.0941)
H (-2.7590, 1.0771, 0.9177)
H (-2.7218, -0.4881, 1.7175)
H (-3.6616, -0.2839, 0.2604)
H (-0.5184, -2.1341, -0.3982)
H (-1.7096, -2.3031, 0.6372)
C (1.9392, -1.0711, -8.3153)
O (1.9210, -1.7962, -7.1081)
C (1.4446, -1.0552, -6.0015)
C (1.4307, -1.9890, -4.8023)
C (0.8722, -1.2506, -3.5973)
N (2.7847, -2.5053, -4.4831)
H (2.1191, -1.7640, -9.1310)
H (2.7696, -0.3502, -8.2527)
H (1.0209, -0.5041, -8.4885)
H (2.1809, -0.2501, -5.8423)
H (0.4648, -0.5838, -6.1466)
H (0.7618, -2.8284, -5.0118)
H (1.0632, -1.8458, -2.6985)
H (-0.2007, -1.0493, -3.6006)
H (1.3845, -0.2948, -3.4506)
H (3.3020, -1.7463, -4.0409)
H (3.1405, -2.5379, -5.4400)
C (-4.3769, 1.0098, -2.4097)
O (-4.7303, 2.3445, -2.1486)
C (-4.3961, 2.8702, -0.8947)
C (-4.6523, 4.3699, -0.9877)
C (-3.5825, 5.0378, -1.8473)
N (-4.5620, 4.9671, 0.3418)
H (-4.6809, 0.2965, -1.6379)
H (-3.2922, 0.8493, -2.5187)
H (-4.8240, 0.7639, -3.3691)
H (-4.9878, 2.4275, -0.0795)
H (-3.3295, 2.6882, -0.6967)
H (-5.6422, 4.4782, -1.4470)
H (-3.6859, 4.7127, -2.8851)
H (-2.5860, 4.7424, -1.5207)
H (-3.7159, 6.1200, -1.8489)
H (-5.3683, 4.7581, 0.9221)
H (-4.5689, 5.9798, 0.2993)
C (-5.1149, 5.5144, 5.6302)
O (-4.7575, 4.6923, 4.5552)
C (-5.4338, 3.4534, 4.5773)
C (-4.9721, 2.6657, 3.3554)
C (-6.0140, 1.5894, 3.0022)
N (-3.7060, 1.9088, 3.5322)
H (-4.9185, 5.0272, 6.5949)
H (-6.1817, 5.7819, 5.6108)
H (-4.5656, 6.4525, 5.5815)
H (-5.1266, 2.9592, 5.5077)
H (-6.5171, 3.5781, 4.4881)
H (-4.8538, 3.3165, 2.4949)
H (-6.1295, 1.3613, 1.9415)
H (-7.0200, 1.7709, 3.3976)
H (-5.7545, 0.6212, 3.4452)
H (-2.9242, 2.5570, 3.5474)
H (-3.8022, 1.5054, 4.4592)
C (-0.0674, -2.1643, 3.8544)
O (1.3272, -2.1460, 3.9956)
C (1.7871, -1.3658, 5.0811)
C (2.2774, -2.2395, 6.2157)
C (2.6550, -1.3731, 7.4043)
N (3.4548, -3.0787, 5.8404)
H (-0.6192, -2.5161, 4.7305)
H (-0.3248, -2.8208, 3.0210)
H (-0.3824, -1.1584, 3.5408)
H (2.5703, -0.6502, 4.8004)
H (0.9582, -0.7113, 5.3971)
H (1.5674, -3.0304, 6.4741)
H (3.0994, -1.8977, 8.2471)
H (1.8040, -0.7862, 7.7567)
H (3.4279, -0.6633, 7.0812)
H (4.1665, -2.4667, 5.4527)
H (3.1222, -3.7044, 5.1156)
C (-0.9733, 4.2182, 1.8953)
O (-0.6724, 3.9800, 3.2558)
C (0.1593, 2.8766, 3.4542)
C (0.3464, 2.6548, 4.9405)
C (-1.0583, 2.4552, 5.5540)
N (0.9588, 3.8518, 5.5515)
H (-1.4643, 3.3586, 1.4240)
H (-0.0612, 4.4669, 1.3387)
H (-1.6517, 5.0674, 1.8755)
H (-0.2793, 1.9516, 3.0356)
H (1.0923, 2.9821, 2.8779)
H (0.9882, 1.7949, 5.1226)
H (-1.7136, 3.3178, 5.4859)
H (-0.9349, 2.1290, 6.5875)
H (-1.5188, 1.6692, 4.9437)
H (0.8277, 3.8141, 6.5560)
H (0.4636, 4.6787, 5.2386)
C (1.7170, -6.8450, -1.9477)
O (2.6471, -5.9668, -1.3924)
C (2.7439, -4.7494, -2.1462)
C (3.5996, -3.7922, -1.3412)
C (5.0057, -4.3175, -1.1410)
N (2.9937, -3.4939, -0.0235)
H (0.6952, -6.4432, -1.8180)
H (1.7344, -7.8110, -1.4488)
H (1.8397, -6.9847, -3.0289)
H (3.1364, -4.9818, -3.1388)
H (1.7098, -4.3849, -2.2326)
H (3.6326, -2.8218, -1.8451)
H (5.4326, -4.6986, -2.0683)
H (4.9608, -5.1229, -0.4049)
H (5.6663, -3.5496, -0.7399)
H (2.0788, -3.0747, -0.1619)
H (2.8133, -4.3998, 0.4042)
N (-4.4848, -2.4886, -1.4718)
C (-4.0839, -2.5042, -2.7890)
N (-2.7194, -2.5148, -2.9414)
O (-4.8370, -2.5864, -3.7443)
H (-5.4602, -2.3963, -1.2611)
H (-3.7599, -2.2223, -0.8255)
H (-2.4162, -2.5005, -3.8971)
H (-2.0853, -2.5057, -2.1519)

## Properties
frontier orbital gap = 9.6289 eV
energy above the lowest of the compared OMol25 structures with the same formula, charge and spin = 61.4 kJ/mol
LUMO = 0.46 eV

=====

# 2
Below is a 9-piece molecular cluster, C33H92N10O9 overall at a distorted geometry, with properties calculated with wB97M-V/def2-TZVPD.

Cartesian coordinates (Å):
C (-1.3230, 2.2874, 5.7556)
O (-0.4332, 1.3151, 5.3023)
C (-0.9287, 0.3839, 4.3485)
C (0.2207, -0.5659, 4.0270)
C (1.3980, 0.1151, 3.2870)
N (-0.3003, -1.7078, 3.2937)
H (-2.3646, 1.9642, 6.0647)
H (-1.4899, 2.9731, 4.9141)
H (-0.8991, 2.9246, 6.5489)
H (-1.7782, -0.1765, 4.6860)
H (-1.2289, 0.9262, 3.4248)
H (0.5926, -0.9551, 4.9613)
H (1.1828, 0.2157, 2.2496)
H (2.2901, -0.4715, 3.4236)
H (1.4997, 1.1490, 3.6735)
H (0.2846, -2.4778, 3.5591)
H (-0.1470, -1.6342, 2.3261)
C (6.5333, -2.4564, 1.3141)
O (5.4876, -1.5330, 0.8796)
C (4.8382, -1.9449, -0.2657)
C (3.9571, -0.9214, -0.9315)
C (4.7481, 0.3311, -1.3300)
N (2.8301, -0.4095, -0.0592)
H (6.0607, -3.3715, 1.7696)
H (7.1865, -1.8914, 1.9911)
H (7.1657, -2.6889, 0.3861)
H (5.5492, -2.3919, -0.8724)
H (4.1548, -2.7455, 0.0362)
H (3.4478, -1.4466, -1.7639)
H (5.8601, 0.0374, -1.4401)
H (4.5756, 1.0711, -0.5369)
H (4.4798, 0.7449, -2.2863)
H (2.2053, -1.1629, 0.2067)
H (3.1680, -0.2000, 0.9076)
C (4.9847, 2.8678, 2.9901)
O (3.7806, 3.3109, 3.5260)
C (2.8527, 3.5885, 2.4695)
C (1.4140, 3.9292, 3.0350)
C (0.3626, 3.6724, 2.0002)
N (1.3352, 5.1768, 3.7735)
H (5.4409, 3.5147, 2.2727)
H (4.7749, 1.8529, 2.6934)
H (5.6409, 2.7543, 3.8815)
H (3.3056, 4.4702, 1.8970)
H (2.7616, 2.6676, 1.8731)
H (1.3163, 3.1340, 3.7678)
H (-0.5729, 4.0850, 2.3937)
H (0.2205, 2.5916, 1.8127)
H (0.4999, 4.2293, 1.0856)
H (0.8927, 5.0633, 4.7098)
H (2.2270, 5.5481, 3.9503)
C (-3.5182, 2.0102, 1.5553)
O (-3.2826, 1.9148, 0.1731)
C (-3.9651, 2.9174, -0.5097)
C (-3.2270, 3.2252, -1.8233)
C (-4.1352, 3.9449, -2.7731)
N (-2.8051, 2.0177, -2.4714)
H (-2.7148, 1.4439, 2.0581)
H (-4.5152, 1.5969, 1.8485)
H (-3.3405, 2.9965, 1.9583)
H (-4.9772, 2.5467, -0.7336)
H (-4.0898, 3.7829, 0.0811)
H (-2.4371, 3.8501, -1.5464)
H (-4.5176, 4.8362, -2.2262)
H (-4.9972, 3.2770, -3.0188)
H (-3.5562, 4.3021, -3.5848)
H (-2.1329, 2.1713, -3.2029)
H (-2.1913, 1.4918, -1.8679)
C (-5.6276, -1.4682, 1.3479)
O (-4.9740, -1.9342, 0.2008)
C (-5.8169, -2.0573, -0.9458)
C (-5.0052, -2.2146, -2.3010)
C (-4.2965, -0.8943, -2.4671)
N (-6.0519, -2.4834, -3.3389)
H (-6.4966, -2.0856, 1.5988)
H (-5.8371, -0.3659, 1.2765)
H (-4.8887, -1.6158, 2.0931)
H (-6.4874, -2.8266, -0.8123)
H (-6.3657, -1.0716, -1.0248)
H (-4.4112, -3.0767, -2.1740)
H (-4.8651, -0.0247, -2.3773)
H (-3.8372, -0.8829, -3.4366)
H (-3.5051, -0.8299, -1.7137)
H (-5.7974, -3.2472, -3.9864)
H (-6.2314, -1.6582, -3.8790)
C (0.8237, 6.9021, -1.7485)
O (0.2053, 5.6981, -2.2623)
C (1.1496, 4.6477, -2.3446)
C (0.3966, 3.3694, -2.6138)
C (1.2933, 2.1785, -2.3529)
N (-0.2678, 3.2823, -3.9651)
H (1.3464, 6.5950, -0.8253)
H (0.0130, 7.6162, -1.4952)
H (1.4846, 7.3260, -2.4969)
H (1.8557, 4.9800, -3.0963)
H (1.6387, 4.4051, -1.4124)
H (-0.4291, 3.3054, -1.9477)
H (2.2677, 2.2467, -2.8357)
H (0.8399, 1.2102, -2.5623)
H (1.6090, 2.2397, -1.3023)
H (-0.6679, 4.2158, -4.1370)
H (0.4662, 3.1897, -4.6300)
C (-2.5431, 0.1020, -5.4209)
O (-2.0693, -1.1855, -5.0699)
C (-0.8217, -1.0461, -4.3490)
C (-0.5064, -2.3673, -3.6735)
C (0.6589, -2.2728, -2.7320)
N (-0.3094, -3.3633, -4.7072)
H (-3.3411, -0.0286, -6.0984)
H (-1.7641, 0.5743, -5.9694)
H (-2.7876, 0.6315, -4.5185)
H (0.0165, -0.7374, -5.0876)
H (-0.9821, -0.1366, -3.6493)
H (-1.3316, -2.5602, -3.0601)
H (0.3971, -1.4687, -2.0093)
H (1.6511, -2.0461, -3.2065)
H (0.8401, -3.1859, -2.1526)
H (-0.1429, -4.2442, -4.2455)
H (-1.0220, -3.4494, -5.4520)
C (4.3927, -7.4282, 2.7203)
O (4.0040, -6.5271, 1.7452)
C (2.6342, -6.5750, 1.3922)
C (2.1791, -5.1112, 1.1037)
C (2.3752, -4.1801, 2.2904)
N (0.7211, -5.1880, 0.8447)
H (5.3976, -7.0417, 3.0834)
H (4.5770, -8.3808, 2.2662)
H (3.6757, -7.4561, 3.5453)
H (2.4757, -7.1807, 0.4379)
H (2.0342, -7.0325, 2.2202)
H (2.7199, -4.7070, 0.2514)
H (3.4562, -4.0139, 2.4477)
H (2.1315, -4.6902, 3.2282)
H (1.9320, -3.1749, 2.1718)
H (0.3245, -4.2915, 0.8550)
H (0.5689, -5.6921, -0.0722)
N (-1.9024, -0.7855, 0.3137)
C (-1.2801, -1.9804, 0.3243)
N (-2.2049, -2.9922, 0.3558)
O (-0.0697, -2.2191, 0.2701)
H (-2.9073, -0.6285, 0.2687)
H (-1.2656, -0.0182, 0.3180)
H (-3.1809, -2.7528, 0.5346)
H (-1.9181, -3.9073, 0.5546)

## Properties
frontier orbital gap = 9.4775 eV
energy above the lowest of the compared OMol25 structures with the same formula, charge and spin = 265.4 kJ/mol
LUMO = 0.67 eV

=====

no.,energy (eV)
1,-69038.568
2,-69036.454